{
  "formula": "C25H34FeN7P2S3",
  "method": "wB97M-V/def2-TZVPD",
  "species": ["Fe", "C", "P", "C", "N", "C", "C", "C", "C", "C", "C", "N", "C", "P", "C", "C", "C", "C", "C", "C", "C", "C", "C", "H", "H", "H", "H", "H", "H", "H", "H", "H", "H", "H", "H", "H", "H", "H", "H", "H", "H", "H", "H", "H", "H", "H", "H", "H", "H", "H", "H", "N", "C", "N", "C", "C", "S", "C", "C", "S", "C", "N", "N", "H", "H", "H", "H", "H", "H", "S", "C", "N"],
  "coordinates": [[-1.06852, 0.32850, -1.34438], [-1.69355, 1.41142, 1.94393], [-0.87619, 0.08895, 1.01780], [0.88877, 0.23750, 1.44367], [1.25703, 0.45609, 2.68325], [2.56349, 0.27545, 2.97682], [3.02486, 0.50814, 4.29504], [4.32559, 0.24843, 4.60250], [5.22526, -0.25217, 3.62296], [4.81640, -0.47636, 2.34404], [3.47301, -0.20493, 1.98745], [3.07622, -0.35711, 0.70648], [1.82050, -0.09416, 0.43971], [1.26005, -0.00779, -1.28233], [2.09577, -1.36778, -2.12843], [1.96263, 1.60194, -1.92237], [2.21432, 1.49684, -3.42991], [3.27605, 1.96200, -1.22135], [0.91062, 2.67875, -1.62154], [-1.33336, -1.52009, 1.85135], [-2.82140, -1.82520, 1.66387], [-0.47841, -2.63237, 1.23841], [-1.05270, -1.41828, 3.35587], [-1.32672, 1.41177, 2.96933], [-2.77419, 1.26442, 1.93852], [-1.46114, 2.37342, 1.48851], [2.32166, 0.87579, 5.02964], [4.68666, 0.41809, 5.60779], [6.24989, -0.45243, 3.90540], [5.48742, -0.84625, 1.58103], [3.17174, -1.23952, -1.99704], [1.86678, -1.36014, -3.19438], [1.80667, -2.31641, -1.67603], [3.03750, 0.81607, -3.64739], [2.50769, 2.48285, -3.79459], [1.33312, 1.18543, -3.98533], [4.01290, 1.16128, -1.27562], [3.12859, 2.22157, -0.17328], [3.69149, 2.83551, -1.72702], [0.02894, 2.53315, -2.25696], [1.31462, 3.66517, -1.85759], [0.63553, 2.69205, -0.55985], [-3.07368, -2.07815, 0.63843], [-3.45772, -1.00230, 1.99611], [-3.06778, -2.69021, 2.28172], [-0.60587, -2.70712, 0.15611], [-0.77944, -3.58695, 1.67384], [0.58207, -2.49726, 1.45869], [-1.65172, -0.64634, 3.83852], [-0.00401, -1.23743, 3.58251], [-1.33250, -2.37355, 3.80359], [-0.79771, -2.93846, -2.37152], [-2.02546, -2.45687, -2.05791], [-2.23445, -1.25122, -1.57595], [-3.59696, -1.00117, -1.41492], [-4.39912, -2.04402, -1.69762], [-3.46095, -3.38745, -2.22861], [-3.92132, 0.36146, -1.02000], [-5.09738, 0.93805, -0.70905], [-4.88150, 2.63402, -0.48123], [-3.20196, 2.47270, -0.81221], [-2.83030, 1.22848, -1.03902], [-2.35687, 3.52758, -0.79089], [-0.13343, -2.24844, -2.69088], [-0.76086, -3.80639, -2.88441], [-5.47342, -2.10152, -1.64832], [-6.07254, 0.48786, -0.62997], [-2.75015, 4.45358, -0.72797], [-1.50660, 3.46516, -1.32916], [-1.56768, -0.80046, -5.53906], [-1.20341, -0.06955, -4.19841], [-0.92291, 0.49639, -3.18039]],
  "forces_ev_per_angstrom": [[0.01, 0.03, 0.08], [0.01, 0.03, -0.01], [0.01, 0.05, 0.06], [0.03, -0.01, -0.06], [0.04, 0.08, -0.02], [0.03, 0.00, 0.01], [-0.01, 0.00, -0.01], [0.00, 0.01, 0.01], [0.00, -0.01, 0.00], [-0.01, -0.01, -0.01], [0.03, 0.01, 0.03], [0.05, 0.03, -0.07], [-0.07, -0.09, 0.04], [-0.03, -0.07, 0.01], [0.06, 0.02, 0.01], [-0.04, 0.01, -0.01], [0.00, 0.02, 0.02], [-0.03, 0.00, 0.00], [0.01, -0.05, -0.03], [0.00, -0.02, -0.03], [0.00, 0.03, 0.00], [-0.01, 0.00, -0.02], [0.04, -0.06, 0.03], [0.01, -0.01, 0.00], [0.01, 0.01, 0.00], [-0.02, 0.02, -0.01], [0.00, 0.01, 0.00], [0.00, 0.00, 0.00], [0.00, 0.00, 0.00], [0.00, 0.00, 0.00], [-0.01, 0.00, 0.01], [-0.01, 0.00, -0.01], [0.02, 0.02, 0.01], [-0.01, -0.01, 0.00], [0.00, 0.00, -0.01], [-0.04, -0.02, -0.02], [0.00, 0.00, -0.01], [0.00, -0.01, 0.02], [0.01, 0.01, 0.01], [0.03, -0.01, 0.01], [0.00, 0.02, 0.00], [0.00, 0.01, 0.03], [0.02, 0.00, 0.03], [-0.01, -0.01, -0.02], [-0.01, 0.00, 0.01], [0.03, 0.00, 0.06], [0.00, -0.01, 0.00], [0.01, 0.00, 0.00], [-0.01, -0.01, 0.00], [-0.11, -0.03, 0.00], [-0.01, -0.01, 0.00], [-0.04, 0.03, 0.01], [0.05, -0.07, -0.05], [0.00, 0.09, 0.02], [-0.05, 0.04, -0.01], [0.04, 0.02, -0.02], [0.00, 0.03, 0.02], [0.01, -0.05, 0.01], [0.09, -0.03, -0.01], [-0.03, 0.02, -0.01], [-0.01, 0.04, 0.00], [-0.03, -0.06, -0.06], [0.01, 0.00, 0.03], [-0.05, -0.03, -0.02], [0.00, 0.00, 0.00], [0.00, 0.00, 0.00], [0.00, 0.00, 0.00], [0.00, -0.01, 0.01], [-0.03, 0.00, 0.01], [0.04, -0.03, -0.02], [-0.09, 0.02, 0.02], [0.09, 0.01, -0.08]],
  "lowdin_spin": [0.95, 0.00, -0.02, 0.00, 0.00, 0.00, 0.00, 0.00, 0.00, 0.00, 0.00, 0.00, 0.00, -0.02, 0.00, 0.00, 0.00, 0.00, 0.00, -0.01, 0.00, 0.00, 0.00, 0.00, 0.00, 0.00, 0.00, 0.00, 0.00, 0.00, 0.00, 0.00, 0.00, 0.00, 0.00, 0.00, 0.00, 0.00, 0.00, 0.00, 0.00, 0.00, 0.00, 0.00, 0.00, 0.00, 0.00, 0.00, 0.00, 0.00, 0.00, 0.00, 0.00, -0.02, 0.00, 0.00, 0.00, 0.00, 0.00, 0.00, 0.01, 0.00, 0.00, 0.00, 0.00, 0.00, 0.00, 0.00, 0.00, 0.08, 0.03, 0.03],
  "lumo_energy_ev": [-6.98, -6.87],
  "orbital_gap_ha": [0.255, 0.258],
  "spin_multiplicity": 2,
  "charge": 2,
  "e_homo_ev": [-13.91, -13.89],
  "s_squared": 0.94,
  "de_lowest_kcal_mol": 0.0,
  "e_tot_ha": -4496.89911
}



{
  "formula": "C25H34N2OPt",
  "method": "wB97M-V/def2-TZVPD",
  "species": ["C", "C", "H", "H", "H", "H", "H", "H", "C", "C", "C", "C", "H", "H", "H", "H", "N", "C", "C", "N", "C", "C", "C", "H", "H", "C", "H", "H", "Pt", "C", "H", "H", "H", "C", "C", "C", "C", "C", "C", "C", "C", "C", "C", "C", "C", "O", "H", "H", "H", "H", "H", "H", "H", "H", "H", "H", "H", "H", "H", "H", "H", "H", "H"],
  "coordinates": [[1.74778, -2.39729, -0.62753], [-0.12832, -3.43832, -2.41047], [2.56399, -2.61499, -1.37491], [1.22808, -3.33175, -0.16048], [1.62938, -1.41691, -0.06019], [-0.75757, -2.95943, -3.22717], [0.97985, -3.83268, -2.67985], [-0.61708, -3.98739, -1.51541], [2.69965, 0.23306, -1.08498], [3.42168, 1.41370, -1.21836], [2.97598, 2.39762, -2.10498], [1.79403, 2.16804, -2.80389], [3.05583, -0.54606, -0.42005], [4.33091, 1.52425, -0.61408], [3.53685, 3.32263, -2.22784], [1.37365, 2.94672, -3.44852], [1.55670, 0.02985, -1.77964], [1.10825, 0.96497, -2.63982], [-0.20238, 0.72721, -3.23556], [-0.83574, -0.40745, -2.86950], [-2.15527, -0.55427, -3.14077], [-2.17957, 1.51497, -4.40436], [-2.84266, 0.37801, -3.92471], [-2.65900, -1.41691, -2.71215], [-3.90075, 0.21481, -4.14652], [-0.84993, 1.68206, -4.02431], [-0.31267, 2.59812, -4.29779], [-2.69180, 2.25651, -5.02866], [0.32962, -1.69835, -1.83720], [-1.47189, -1.91777, -0.57456], [-2.23361, -2.55128, -1.08200], [-1.82532, -0.90120, -0.40719], [-1.20621, -2.36053, 0.39871], [-0.57289, 2.84032, 0.06346], [-1.23407, 2.77728, 1.45404], [-2.74934, 2.66318, 1.29438], [-0.69902, 1.72389, 2.41578], [-0.91087, 1.91794, 3.76816], [-0.52517, 0.97038, 4.72264], [0.08149, -0.22199, 4.31471], [0.29574, -0.47335, 2.97473], [0.91556, -1.77918, 2.53510], [2.38909, -1.91828, 2.97366], [0.09446, -3.01239, 2.93719], [-0.07566, 0.49242, 1.95516], [0.10056, 0.23125, 0.72938], [-0.88147, 1.97656, -0.52080], [0.51268, 2.85024, 0.14218], [-0.89626, 3.75570, -0.43425], [-1.02663, 3.74748, 1.94347], [-3.00188, 1.72611, 0.77892], [-3.25441, 2.67461, 2.26678], [-3.13889, 3.49674, 0.69698], [-1.39555, 2.84007, 4.08812], [-0.69481, 1.15192, 5.78264], [0.39534, -0.96730, 5.04882], [0.89664, -1.72660, 1.44111], [2.44246, -2.00868, 4.05531], [2.83514, -2.79886, 2.51399], [2.94800, -1.03924, 2.65557], [-0.95013, -2.86218, 2.66362], [0.46939, -3.89254, 2.41300], [0.16802, -3.17547, 4.01089]],
  "forces_ev_per_angstrom": [[-1.80, -1.90, 0.40], [0.44, -2.68, -0.32], [-0.19, 0.27, 1.53], [1.80, 1.49, -0.26], [1.22, -2.28, -0.04], [0.23, -2.47, 0.26], [-2.99, 0.08, 0.09], [0.55, 0.11, -2.22], [0.58, 1.58, -0.58], [0.17, -1.24, 0.69], [-0.80, 0.24, -0.60], [0.91, 0.86, 0.08], [-0.10, 0.24, -0.21], [-0.41, 0.07, -0.38], [-0.23, -0.16, 0.00], [0.39, -0.37, 0.25], [0.40, -0.62, 0.00], [-1.00, 0.73, -0.55], [0.79, 1.07, 0.26], [-1.65, -0.28, -0.98], [-0.26, 1.26, -1.06], [1.04, 0.25, 0.13], [-0.32, -1.06, 0.65], [0.20, 0.13, -0.31], [0.39, 0.01, 0.12], [-0.80, 0.73, -0.55], [-0.35, -0.52, 0.01], [0.27, -0.35, 0.33], [0.16, 4.84, 3.39], [0.79, -0.58, -0.43], [0.60, 0.42, 0.34], [0.05, -0.05, -0.16], [0.09, 0.06, -0.50], [-0.23, -0.07, 0.46], [0.52, 0.52, -0.07], [-0.23, -0.19, 0.06], [-0.42, 0.33, -0.22], [0.07, 0.06, -0.19], [0.07, -0.08, 0.05], [0.06, 0.02, -0.24], [0.37, -0.76, 0.63], [0.13, -0.02, -0.71], [-0.67, 0.25, -0.26], [0.12, 0.52, -0.04], [-0.15, -0.13, -0.48], [-0.09, 0.37, 1.30], [0.13, 0.09, -0.17], [0.06, -0.07, -0.10], [-0.02, 0.01, -0.04], [-0.11, -0.29, -0.07], [-0.01, 0.17, 0.12], [0.03, -0.04, -0.17], [0.11, -0.16, 0.08], [0.10, -0.17, -0.02], [0.00, 0.03, -0.23], [-0.16, 0.23, -0.15], [0.01, -0.17, 0.58], [0.16, -0.01, 0.18], [0.00, -0.05, 0.01], [0.14, 0.02, 0.06], [-0.07, -0.13, 0.10], [0.02, -0.01, 0.07], [-0.12, -0.16, 0.12]],
  "lowdin_spin": [0.01, 0.04, 0.01, 0.00, 0.00, 0.00, 0.01, 0.00, 0.05, 0.05, 0.08, 0.01, 0.00, 0.00, 0.00, 0.00, 0.11, 0.10, 0.09, 0.10, 0.03, 0.07, 0.05, 0.00, 0.00, 0.01, 0.00, 0.00, 0.06, 0.07, 0.00, 0.01, 0.00, 0.00, 0.02, 0.01, 0.16, -0.01, 0.21, -0.01, 0.16, 0.01, 0.01, 0.01, 0.07, 0.36, 0.00, 0.00, 0.00, 0.00, 0.00, 0.00, 0.00, 0.00, 0.01, 0.00, 0.00, 0.00, 0.00, 0.00, 0.00, 0.00, 0.00],
  "lumo_energy_ev": [0.16, -1.78],
  "orbital_gap_ha": [0.186, 0.233],
  "spin_multiplicity": 3,
  "e_homo_ev": [-4.90, -8.11],
  "s_squared": 2.06,
  "e_tot_ha": -1276.87525
}



{
  "formula": "C25H34N2P",
  "method": "wB97M-V/def2-TZVPD",
  "species": ["C", "C", "C", "C", "C", "C", "C", "C", "C", "C", "C", "H", "H", "H", "H", "H", "H", "H", "H", "H", "H", "H", "C", "C", "C", "C", "N", "P", "H", "N", "C", "C", "C", "C", "C", "C", "C", "C", "C", "C", "H", "H", "H", "H", "H", "H", "H", "H", "H", "H", "H", "H", "H", "H", "H", "H", "H", "H", "H", "H", "H", "H"],
  "coordinates": [[-1.64981, -0.27978, 2.74521], [-3.13161, -0.76526, 2.61212], [-3.03838, -1.89598, 1.62899], [-1.74978, -2.06690, 1.16007], [-0.87132, -1.13772, 1.78240], [0.56302, -1.24482, 1.85230], [1.24433, -2.30464, 1.19674], [2.62239, -2.45120, 1.33633], [3.35604, -1.55693, 2.12951], [2.69749, -0.51260, 2.79696], [1.32234, -0.35969, 2.66855], [-1.52944, 0.79026, 2.51596], [-1.29942, -0.42360, 3.77876], [-3.51640, -1.09259, 3.59208], [-3.77957, 0.05436, 2.26090], [-3.89046, -2.52457, 1.38212], [-1.44564, -2.79474, 0.41881], [0.67298, -3.02030, 0.60195], [3.13049, -3.27909, 0.84262], [4.44466, -1.62818, 2.17576], [3.25818, 0.17342, 3.43423], [0.81072, 0.44628, 3.20882], [2.70142, 0.76825, -0.94999], [1.57663, 1.56122, -1.59860], [1.17918, 2.75044, -0.72971], [1.97584, 2.11344, -2.96207], [0.40324, 0.68376, -1.75800], [-1.08377, 0.97125, -1.00112], [-0.90734, -0.04100, 0.06475], [-1.88063, -0.02622, -2.11055], [-3.33696, 0.00879, -2.34142], [-3.60616, 0.33216, -3.80718], [-3.93392, 1.14266, -1.51497], [-3.93489, -1.33182, -1.93986], [-0.99419, -0.80265, -2.87422], [0.34895, -0.37996, -2.67239], [1.37721, -0.91402, -3.45063], [1.07352, -1.86813, -4.43234], [-0.25148, -2.29085, -4.62682], [-1.28833, -1.76025, -3.84721], [3.05403, -0.04932, -1.58858], [3.54425, 1.44275, -0.75464], [2.36286, 0.33447, 0.00092], [0.37138, 3.32841, -1.20107], [0.86330, 2.45592, 0.27913], [2.04417, 3.41448, -0.63691], [1.09881, 2.57347, -3.43946], [2.74780, 2.88149, -2.82756], [2.36934, 1.34493, -3.63084], [-3.30001, -0.47036, -4.48322], [-4.68157, 0.50562, -3.94644], [-3.06292, 1.24654, -4.08750], [-3.80046, 0.99918, -0.43506], [-3.49917, 2.11060, -1.80194], [-5.00786, 1.19354, -1.72158], [-3.70814, -1.56662, -0.88914], [-5.02316, -1.28032, -2.06513], [-3.55850, -2.15070, -2.56302], [2.40714, -0.57189, -3.32679], [1.87010, -2.26673, -5.05365], [-0.48361, -3.02142, -5.39760], [-2.31903, -2.07428, -4.02814]],
  "forces_ev_per_angstrom": [[-0.65, 0.02, -0.11], [0.67, 0.30, 0.02], [1.33, 0.09, -0.02], [-1.60, -0.02, 0.32], [0.09, 0.16, 0.37], [0.94, -0.17, 0.04], [-0.01, 0.32, 0.21], [-0.10, 0.07, 0.14], [-0.38, 0.28, -0.30], [-0.06, -0.15, -0.04], [-0.31, -0.15, -0.19], [-0.04, -0.28, 0.05], [0.07, -0.02, -0.38], [-0.01, 0.05, -0.40], [0.02, -0.40, 0.04], [0.20, 0.12, -0.11], [-0.09, 0.02, 0.12], [0.31, 0.24, 0.13], [-0.14, 0.25, 0.08], [-0.38, -0.13, 0.13], [-0.15, -0.20, -0.25], [0.29, -0.33, -0.26], [0.34, 0.05, 0.25], [-0.18, -0.05, -0.13], [0.08, 0.26, 0.05], [0.15, 0.28, -0.28], [-0.02, -0.12, -0.14], [0.21, -0.29, -0.26], [-0.03, -0.14, 0.64], [0.03, -0.13, -0.02], [0.30, 0.08, -0.01], [-0.21, 0.14, -0.39], [-0.25, 0.16, 0.02], [-0.45, -0.20, 0.08], [0.53, 0.16, -0.24], [-0.47, -0.05, -0.28], [0.02, -0.23, -0.13], [-0.58, 0.09, 0.28], [0.33, 0.33, 0.34], [0.12, -0.17, -0.05], [-0.05, 0.24, 0.24], [-0.07, -0.21, 0.01], [0.09, 0.14, -0.17], [0.20, -0.15, 0.17], [0.06, 0.01, -0.12], [-0.12, -0.11, 0.08], [0.28, -0.07, 0.08], [-0.14, -0.16, -0.10], [-0.07, 0.30, 0.09], [-0.15, 0.31, 0.11], [0.26, -0.04, -0.03], [-0.19, -0.24, 0.04], [0.00, 0.01, -0.12], [-0.11, -0.26, 0.12], [0.14, -0.04, 0.12], [-0.08, 0.14, -0.32], [0.15, -0.14, 0.06], [-0.16, 0.19, 0.25], [-0.51, -0.33, -0.12], [-0.13, 0.04, 0.12], [0.05, 0.13, 0.17], [0.63, 0.03, 0.03]],
  "lowdin_charge": [-0.11, -0.13, 0.01, -0.04, -0.16, -0.20, 0.00, -0.05, -0.04, -0.06, -0.01, 0.13, 0.14, 0.13, 0.12, 0.12, 0.12, 0.12, 0.12, 0.12, 0.12, 0.12, -0.02, -0.62, -0.09, -0.03, -0.19, 1.08, -0.02, -0.19, -0.62, -0.03, -0.09, -0.02, -0.20, -0.20, -0.03, -0.07, -0.07, -0.03, 0.07, 0.10, 0.07, 0.08, 0.07, 0.10, 0.10, 0.10, 0.07, 0.07, 0.10, 0.10, 0.06, 0.08, 0.10, 0.06, 0.10, 0.07, 0.09, 0.11, 0.11, 0.09],
  "lumo_energy_ev": -5.04,
  "orbital_gap_ha": 0.175,
  "spin_multiplicity": 1,
  "charge": 1,
  "e_homo_ev": -9.80,
  "de_lowest_kcal_mol": 5.9,
  "e_tot_ha": -1423.64203
}